138
Properties=species:S:1:pos:R:3:mulliken_charge:R:1 method="wB97M-V/def2-TZVPD" relative_energy_kj_mol=1000.3 charge=+1 orbital_gap_ev=7.1 total_energy_ev=-153263.18678
C -0.219 -1.515 -7.609 -0.5235
O 0.782 -2.245 -8.450 -0.3998
C 0.742 -3.689 -8.150 -0.6122
C 1.674 -4.127 -6.858 -0.2490
C 3.256 -3.604 -6.997 -0.8117
N 3.713 -3.304 -5.587 0.3163
C 3.693 -4.482 -4.629 -0.3018
C 4.195 -3.940 -3.165 -0.4039
N 4.441 -2.468 -3.505 0.2311
C 4.916 -1.390 -2.508 -0.8063
C 3.516 -0.665 -1.973 0.5379
O 2.387 -1.411 -2.053 -0.4813
Br 3.378 1.206 -1.280 -0.0315
C 4.200 -2.019 -4.952 0.2030
C 4.402 -0.558 -5.667 -0.4917
C 3.189 -0.098 -6.669 0.3460
C 2.424 1.244 -6.030 -0.8598
S 1.056 0.771 -4.819 -0.1251
H -0.262 -1.937 -6.501 0.2612
H 0.166 -0.405 -7.543 0.1035
H -1.303 -1.566 -8.078 0.3218
H 1.059 -4.374 -9.045 0.3340
H -0.374 -3.947 -7.844 0.3390
H 1.605 -5.275 -6.606 0.3822
H 1.200 -3.569 -5.915 0.2023
H 3.896 -4.544 -7.361 0.3576
H 3.358 -2.717 -7.754 0.3797
H 3.398 -5.597 -4.839 0.3239
H 4.321 -4.482 -2.133 0.3999
H 5.383 -1.908 -1.540 0.3793
H 5.674 -0.631 -2.988 0.3795
H 5.426 -0.474 -6.261 0.3034
H 4.451 0.265 -4.806 0.2074
H 2.409 -0.949 -6.861 -0.3966
H 3.566 0.250 -7.746 0.3466
H 1.945 1.924 -6.875 0.3478
H 3.181 1.942 -5.445 0.3950
H -0.155 0.751 -5.546 0.0807
C 1.378 2.242 1.559 -0.1256
C 1.787 3.689 1.486 1.0721
O 2.797 4.037 0.876 -0.6391
C 0.912 4.694 2.187 -0.7712
H 2.102 1.632 1.008 -0.2457
H 1.363 1.912 2.601 -0.2106
H 0.392 2.111 1.104 0.3461
H 0.877 4.473 3.257 0.1769
H -0.094 4.672 1.760 0.0711
H 1.329 5.697 2.049 0.3710
C 5.263 2.522 3.827 -1.2428
C 4.008 1.740 4.112 0.8320
O 2.896 2.253 3.998 -0.5164
C 4.167 0.306 4.542 -1.0167
H 4.995 3.541 3.528 0.2936
H 5.881 2.573 4.727 0.3953
H 5.816 2.052 3.011 0.3117
H 4.737 0.259 5.474 0.3813
H 4.672 -0.263 3.758 0.3239
H 3.179 -0.133 4.713 0.2034
C -3.793 2.834 0.610 -0.7185
C -3.269 3.884 1.552 0.5228
O -2.145 3.798 2.043 -0.4848
C -4.175 5.044 1.871 -1.0816
H -3.032 2.058 0.472 0.1097
H -4.691 2.373 1.029 0.2684
H -4.014 3.283 -0.362 0.3721
H -5.090 4.681 2.346 0.3814
H -4.413 5.592 0.955 0.2803
H -3.665 5.723 2.563 0.3188
C -4.628 -1.221 -1.341 -1.0219
C -4.886 -0.968 0.120 0.9251
O -5.801 -0.233 0.489 -0.5281
C -3.981 -1.648 1.113 -1.1725
H -5.357 -0.666 -1.940 0.1637
H -3.624 -0.879 -1.606 0.2949
H -4.736 -2.287 -1.558 0.3877
H -2.949 -1.324 0.957 0.2946
H -4.061 -2.732 1.005 0.3742
H -4.285 -1.373 2.128 0.2965
C -0.665 2.439 4.846 -0.5647
C -1.694 1.873 5.788 0.6699
O -2.087 0.713 5.681 -0.6328
C -2.223 2.782 6.865 -1.2516
H -0.374 1.671 4.121 0.1780
H -1.086 3.290 4.304 0.1381
H 0.222 2.746 5.405 0.3856
H -2.713 3.648 6.413 0.3308
H -1.405 3.104 7.514 0.3462
H -2.958 2.239 7.469 0.3301
C -1.721 -2.174 6.991 -0.8616
C -0.401 -2.675 7.511 0.8871
O 0.654 -2.113 7.223 -0.5402
C -0.421 -3.892 8.398 -1.2367
H -1.553 -1.291 6.365 0.1284
H -2.199 -2.947 6.384 0.3250
H -2.367 -1.893 7.826 0.3589
H -0.841 -4.741 7.854 0.3115
H -1.009 -3.687 9.296 0.3838
H 0.603 -4.139 8.698 0.3120
C -7.399 2.597 -3.606 -1.1547
C -6.721 2.772 -2.273 0.8980
O -5.769 3.539 -2.137 -0.5611
C -7.253 1.973 -1.114 -0.8181
H -6.909 3.235 -4.349 0.3100
H -7.316 1.556 -3.930 0.3061
H -8.449 2.890 -3.530 0.3301
H -7.164 0.905 -1.327 0.2244
H -8.296 2.238 -0.927 0.4508
H -6.667 2.201 -0.217 0.0212
C -7.193 7.508 0.252 -0.9164
C -6.928 7.843 1.695 0.8251
O -6.472 7.005 2.472 -0.5262
C -7.242 9.242 2.152 -1.1469
H -6.919 6.464 0.065 0.1211
H -8.255 7.637 0.030 0.3764
H -6.588 8.149 -0.395 0.3097
H -8.306 9.448 2.015 0.3383
H -6.639 9.961 1.590 0.3308
H -7.001 9.339 3.216 0.3008
C 2.117 -3.603 2.433 -1.0347
C 2.794 -3.427 3.766 0.8794
O 3.746 -2.660 3.902 -0.5696
C 2.263 -4.226 4.925 -1.0037
H 2.606 -2.964 1.690 0.2061
H 2.199 -4.643 2.109 0.3504
H 1.067 -3.309 2.509 0.3060
H 2.351 -5.295 4.712 0.4086
H 1.219 -3.961 5.112 0.1572
H 2.848 -3.998 5.822 0.2828
C 6.385 -7.682 -1.095 -1.1147
C 6.323 -7.088 -2.477 0.8145
O 5.372 -7.309 -3.225 -0.5467
C 7.470 -6.214 -2.908 -1.0351
H 5.490 -8.290 -0.922 0.3099
H 7.266 -8.322 -1.005 0.3563
H 6.416 -6.884 -0.349 0.3099
H 8.400 -6.788 -2.898 0.3979
H 7.550 -5.350 -2.242 0.2830
H 7.290 -5.855 -3.927 0.2479

143
Properties=species:S:1:pos:R:3:mulliken_charge:R:1 method="wB97M-V/def2-TZVPD" charge=0 smiles="CCN(CC)CC.CCN(CC)CC.O=C1CCCO1.O=C1CCCO1.O=C1CCCO1.O=C1CCCO1.O=C1CCCO1.O=C1CCCO1.CC(N)=O.CC(N)=O.CC(N)=O" orbital_gap_ev=8.1 total_energy_ev=-83032.99391
C -0.144 7.366 4.141 -1.3776
C 0.403 6.060 3.496 -0.4865
N -0.625 5.021 3.384 0.2051
C -1.752 5.399 2.546 -0.1597
C -2.950 4.467 2.788 -0.9667
C -0.028 3.751 2.980 -0.7626
C 0.657 3.705 1.599 -0.0487
H -0.958 7.752 3.536 0.3674
H 0.617 8.150 4.102 0.4129
H -0.379 7.192 5.190 0.3424
H 0.645 6.443 2.493 0.3026
H 1.301 5.774 4.035 0.3611
H -1.566 5.490 1.466 0.2673
H -2.117 6.389 2.814 0.3020
H -3.268 4.452 3.830 0.3076
H -2.761 3.441 2.476 -0.1394
H -3.803 4.858 2.228 0.4702
H 0.713 3.516 3.748 0.3385
H -0.792 2.974 3.016 -0.0379
H 1.391 4.506 1.503 0.3004
H 1.238 2.790 1.487 -0.3423
H -0.118 3.762 0.835 0.2622
C -3.922 1.337 -0.534 -1.0133
C -3.658 0.009 0.166 0.6458
N -4.525 -0.285 1.306 0.2327
C -4.553 -1.725 1.616 0.0850
C -5.287 -2.455 0.518 -1.2391
C -4.307 0.577 2.460 -1.0318
C -3.028 0.285 3.259 -0.5010
H -3.508 2.160 0.052 0.2204
H -4.998 1.492 -0.624 0.4237
H -3.512 1.335 -1.543 -0.1926
H -3.792 -0.761 -0.597 -0.1947
H -2.625 -0.186 0.488 -0.1949
H -3.518 -2.055 1.770 0.0383
H -5.110 -1.869 2.545 0.4777
H -4.670 -2.695 -0.353 0.0195
H -5.661 -3.426 0.849 0.4000
H -6.117 -1.870 0.119 0.3847
H -5.165 0.468 3.130 0.3030
H -4.335 1.610 2.111 0.5441
H -2.171 0.561 2.638 -0.2696
H -3.008 -0.714 3.685 0.3833
H -2.948 0.997 4.088 0.5118
O -0.493 0.953 -2.842 -0.6119
C -1.024 0.748 -3.897 0.3891
C -2.053 1.571 -4.629 -0.3679
C -2.142 0.852 -5.966 -0.7009
C -1.705 -0.586 -5.665 -0.3912
O -0.779 -0.402 -4.571 -0.0650
H -2.971 1.601 -4.046 0.2202
H -1.547 2.531 -4.744 0.3062
H -3.163 0.825 -6.347 0.3716
H -1.425 1.359 -6.611 0.2732
H -2.606 -1.122 -5.362 0.2096
H -1.127 -1.034 -6.464 0.3046
O 1.352 -4.193 -2.193 -0.4334
C 2.089 -3.607 -2.927 0.3486
C 1.848 -2.285 -3.625 0.8298
C 3.274 -1.807 -3.762 -0.1584
C 3.947 -3.114 -4.146 -0.6743
O 3.302 -4.072 -3.265 -0.4124
H 1.340 -2.576 -4.555 0.2166
H 1.116 -1.597 -3.203 -0.8165
H 3.404 -0.923 -4.386 0.3561
H 3.681 -1.535 -2.784 0.0849
H 3.815 -3.379 -5.195 0.2587
H 5.015 -3.101 -3.939 0.3908
O -1.979 -4.416 -6.308 -0.6222
C -2.246 -4.172 -5.171 0.2998
C -3.477 -4.486 -4.376 -0.6434
C -3.266 -3.794 -3.037 -0.1991
C -1.765 -3.415 -3.014 0.4983
O -1.352 -3.503 -4.398 -0.2794
H -4.430 -4.229 -4.835 0.3231
H -3.542 -5.577 -4.318 0.2946
H -3.843 -2.876 -2.921 0.2066
H -3.477 -4.412 -2.165 0.1857
H -1.661 -2.440 -2.545 -0.1862
H -1.184 -4.163 -2.482 0.0841
O -0.956 -2.142 1.019 -0.0346
C -0.052 -1.363 0.896 -0.1217
C 0.256 -0.494 -0.302 1.7119
C 1.538 0.285 0.023 0.8116
C 1.723 -0.056 1.481 -0.3398
O 0.866 -1.121 1.848 -0.4899
H 0.299 -1.062 -1.230 -1.5038
H -0.498 0.268 -0.499 0.1216
H 2.459 -0.007 -0.487 0.0417
H 1.386 1.333 -0.219 -0.4216
H 2.758 -0.165 1.791 0.6107
H 1.311 0.768 2.080 -0.3211
O 0.871 3.632 -5.007 -0.6329
C 1.715 3.181 -4.272 0.1526
C 2.610 2.023 -4.557 0.5280
C 3.646 2.135 -3.443 -0.6469
C 3.007 3.022 -2.391 0.7918
O 1.909 3.685 -3.040 -0.3572
H 1.993 1.122 -4.537 -0.4068
H 3.193 2.094 -5.471 0.4486
H 4.029 1.206 -3.017 0.2923
H 4.541 2.621 -3.839 0.3496
H 2.593 2.423 -1.578 -0.6936
H 3.774 3.681 -1.988 0.2458
O 4.628 1.605 0.869 -0.5023
C 5.525 2.389 1.015 0.3078
C 6.014 2.999 2.316 -0.0973
C 7.166 3.870 1.830 -0.6498
C 7.485 3.423 0.410 -0.3666
O 6.233 2.818 -0.055 -0.3886
H 5.164 3.543 2.723 0.1676
H 6.298 2.206 3.004 0.3243
H 6.964 4.939 1.891 0.2938
H 8.084 3.735 2.410 0.3080
H 7.670 4.247 -0.268 0.3050
H 8.212 2.614 0.446 0.2634
C -0.971 -5.482 0.151 -0.3387
C -2.405 -5.933 0.227 0.6038
N -2.895 -6.782 -0.708 -0.3644
O -3.119 -5.512 1.135 -0.6439
H -0.906 -4.569 -0.446 -0.3745
H -0.346 -6.165 -0.433 0.4454
H -0.529 -5.289 1.121 0.2549
H -2.231 -7.291 -1.268 0.1977
H -3.821 -7.152 -0.594 0.2517
C -1.291 -5.699 4.872 -1.0779
C -0.729 -4.354 4.517 0.7472
N -1.343 -3.634 3.554 -0.1064
O 0.288 -3.955 5.077 -0.6470
H -0.845 -6.061 5.793 0.3359
H -1.075 -6.444 4.100 0.2416
H -2.378 -5.706 4.984 0.3320
H -0.949 -2.745 3.306 -0.0517
H -1.882 -4.186 2.899 0.1036
C 2.611 0.805 4.896 -0.2554
C 3.480 -0.438 4.857 0.4764
N 2.996 -1.528 4.224 -0.1420
O 4.592 -0.427 5.365 -0.7029
H 3.253 1.590 4.497 0.0359
H 2.343 1.054 5.918 0.4811
H 1.739 0.640 4.266 -0.0824
H 3.654 -2.251 3.979 0.2177
H 2.134 -1.613 3.709 0.1191

152
Properties=species:S:1:pos:R:3:mulliken_charge:R:1 method="wB97M-V/def2-TZVPD" charge=0 smiles="C=CCP(Cl)CCCCCCCCCCCCCCC.COC(=O)OC.COC(=O)OC.COC(=O)OC.COC(=O)OC.COC(=O)OC.COC(=O)OC.COC(=O)OC.COC(=O)OC" orbital_gap_ev=7.7 total_energy_ev=-115856.86649
C 5.767 -2.353 1.253 -0.6499
C 4.737 -3.076 0.449 -0.3389
C 3.519 -4.005 1.117 -0.1734
P 3.408 -3.739 3.043 0.0722
Cl 1.799 -4.955 3.714 -0.2166
C 3.041 -1.866 3.225 -0.0903
C 1.936 -1.501 4.379 -0.6943
C 0.439 -1.610 3.719 0.2282
C -0.197 -0.192 3.196 -0.3777
C 0.144 0.193 1.640 -0.5631
C -1.035 -0.166 0.558 -0.5452
C -1.467 -1.764 0.531 0.4961
C -3.048 -2.001 0.967 -0.9622
C -3.271 -2.197 2.584 0.8025
C -4.028 -3.638 2.952 -0.6234
C -2.930 -4.843 3.320 -0.6821
C -2.243 -5.326 1.906 0.7168
C -1.169 -6.587 2.089 -0.5298
C -0.122 -6.442 0.793 0.2536
C 0.938 -7.694 0.686 -0.8655
H 5.743 -1.168 1.309 0.2163
H 6.579 -2.918 1.898 0.2443
H 4.806 -2.953 -0.729 0.3179
H 2.499 -3.702 0.579 0.1300
H 3.684 -5.145 0.846 0.2807
H 2.653 -1.497 2.177 -0.1071
H 4.012 -1.209 3.451 0.3248
H 2.007 -2.371 5.193 0.2361
H 2.158 -0.504 4.952 0.3701
H 0.468 -2.469 2.925 -0.3604
H -0.281 -1.995 4.589 0.3127
H 0.197 0.686 3.880 0.4549
H -1.383 -0.173 3.304 0.0168
H 1.145 -0.247 1.222 0.1266
H 0.273 1.379 1.610 0.2957
H -0.609 0.107 -0.513 0.1623
H -2.020 0.474 0.716 0.2621
H -0.720 -2.467 1.097 -0.6431
H -1.405 -2.085 -0.617 0.3052
H -3.629 -1.047 0.619 0.4347
H -3.384 -2.996 0.417 0.2529
H -2.283 -2.163 3.216 -0.5667
H -4.019 -1.335 2.929 0.0366
H -4.657 -3.492 3.945 0.1250
H -4.716 -4.008 2.054 0.3944
H -2.157 -4.322 4.064 0.2744
H -3.434 -5.752 3.878 0.2667
H -1.593 -4.421 1.518 -0.7306
H -3.049 -5.557 1.067 0.2137
H -0.582 -6.529 3.111 0.1635
H -1.733 -7.630 2.086 0.2637
H 0.406 -5.384 0.948 -0.3089
H -0.826 -6.417 -0.169 0.3085
H 1.066 -7.953 -0.472 0.2544
H 2.003 -7.284 1.023 0.1724
H 0.622 -8.625 1.331 0.2919
C -2.994 -0.284 -3.652 -0.5092
O -2.191 0.879 -3.464 -0.1683
C -2.220 1.751 -4.503 0.7120
O -2.855 1.614 -5.537 -0.5683
O -1.420 2.802 -4.193 -0.3095
C -1.353 3.807 -5.202 -0.6240
H -2.896 -0.910 -2.760 0.0034
H -4.049 -0.011 -3.766 0.3221
H -2.646 -0.859 -4.516 0.3141
H -2.341 4.243 -5.379 0.2845
H -0.938 3.396 -6.129 0.3231
H -0.686 4.598 -4.848 0.2280
C -8.489 2.750 3.981 -0.6254
O -7.491 1.745 3.810 -0.3033
C -7.018 1.225 4.971 0.6605
O -7.372 1.542 6.096 -0.5456
O -6.084 0.291 4.663 -0.1349
C -5.495 -0.346 5.796 -0.5463
H -8.794 3.095 2.989 0.2191
H -9.368 2.338 4.488 0.2862
H -8.086 3.604 4.534 0.2877
H -6.254 -0.881 6.376 0.3017
H -4.973 0.385 6.422 0.3256
H -4.764 -1.073 5.433 0.0747
C -6.541 7.428 -3.851 -0.6203
O -5.543 6.423 -4.022 -0.3131
C -5.070 5.903 -2.861 0.6768
O -5.424 6.220 -1.737 -0.5424
O -4.136 4.968 -3.169 -0.1443
C -3.547 4.332 -2.036 -0.6034
H -6.846 7.773 -4.843 0.2629
H -7.420 7.016 -3.344 0.2931
H -6.138 8.282 -3.298 0.2570
H -4.307 3.797 -1.457 0.3164
H -3.025 5.063 -1.410 0.3206
H -2.816 3.605 -2.399 0.1051
C -5.412 -11.733 2.269 -0.6243
O -4.856 -10.439 2.491 -0.2980
C -5.675 -9.413 2.150 0.6934
O -6.801 -9.517 1.688 -0.5473
O -5.026 -8.251 2.411 -0.1883
C -5.774 -7.077 2.098 -0.4156
H -4.672 -12.477 2.576 0.2198
H -6.314 -11.875 2.873 0.2894
H -5.629 -11.883 1.206 0.2875
H -6.690 -7.033 2.696 0.3829
H -6.006 -7.041 1.029 0.3147
H -5.159 -6.208 2.346 -0.1702
C 8.542 -4.892 0.239 -0.5016
O 9.621 -4.668 -0.667 -0.3129
C 9.928 -3.360 -0.855 0.7417
O 9.372 -2.409 -0.328 -0.5432
O 10.962 -3.293 -1.731 -0.3139
C 11.396 -1.966 -2.026 -0.5762
H 8.383 -5.971 0.314 0.2571
H 8.788 -4.510 1.235 0.2807
H 7.621 -4.434 -0.136 0.1770
H 11.757 -1.468 -1.121 0.2793
H 10.590 -1.391 -2.492 0.3147
H 12.226 -2.032 -2.736 0.1875
C 16.188 -2.615 -1.001 -0.5790
O 16.744 -1.320 -0.779 -0.3010
C 15.925 -0.294 -1.121 0.7738
O 14.799 -0.399 -1.582 -0.5272
O 16.574 0.868 -0.860 -0.3134
C 15.826 2.041 -1.172 -0.6004
H 16.928 -3.358 -0.694 0.2116
H 15.286 -2.757 -0.397 0.2736
H 15.971 -2.765 -2.064 0.2770
H 14.910 2.086 -0.574 0.2852
H 15.594 2.078 -2.241 0.2809
H 16.441 2.911 -0.924 0.2185
C 2.936 7.003 -7.924 -0.6055
O 1.961 8.044 -7.949 -0.3180
C 0.931 7.865 -7.084 0.7925
O 0.789 6.921 -6.323 -0.5400
O 0.086 8.919 -7.213 -0.3030
C -1.053 8.866 -6.356 -0.5930
H 3.712 7.249 -8.653 0.2176
H 3.402 6.935 -6.935 0.2852
H 2.487 6.046 -8.208 0.2858
H -0.746 8.873 -5.305 0.2806
H -1.662 7.984 -6.578 0.2734
H -1.658 9.757 -6.543 0.2261
C -6.912 8.748 0.132 -0.4528
O -6.356 10.042 0.355 -0.2998
C -7.175 11.068 0.013 0.7642
O -8.301 10.964 -0.448 -0.5447
O -6.526 12.231 0.274 -0.3070
C -7.274 13.404 -0.038 -0.6113
H -6.172 8.004 0.440 0.2029
H -7.814 8.606 0.737 0.3156
H -7.129 8.598 -0.930 0.1421
H -8.190 13.449 0.560 0.2856
H -7.506 13.441 -1.108 0.2844
H -6.659 14.273 0.210 0.2190